No. 1
A 2-piece molecular cluster, C26H43F3NO4 overall in a non-equilibrium geometry, computed with ωB97M-V/def2-TZVPD.

XYZ file:
```
77
Properties=species:S:1:pos:R:3:forces:R:3:lowdin_charge:R:1
C -0.3626 -0.1896 3.3420 -1.026 -0.321 0.823 -0.145
C 0.1788 0.6382 4.6054 1.225 -0.221 0.196 -0.236
C 0.8426 2.0667 4.2748 -0.569 0.223 0.835 -0.204
C 0.2958 2.7975 2.9590 0.137 1.025 -0.218 -0.206
C 1.3162 2.8421 1.7163 -0.110 -0.497 -0.266 -0.205
C 2.3679 1.6295 1.6403 0.999 0.404 -0.404 -0.215
C 3.8406 2.1026 2.1778 -0.934 -0.216 1.295 -0.183
C 4.4852 0.9877 3.1614 0.000 0.062 -0.167 -0.205
C 5.1434 -0.2667 2.3979 0.679 -0.009 0.895 -0.195
C 5.9916 0.1054 1.0858 -0.425 0.190 -0.460 -0.198
C 5.2030 -0.0734 -0.2979 0.210 -0.448 -0.904 -0.207
C 4.7241 -1.5983 -0.5911 -1.021 1.100 0.985 -0.169
C 3.1532 -1.6552 -0.1406 0.985 -1.277 -0.448 -0.219
C 2.8776 -3.1154 0.4846 0.053 0.919 0.925 -0.183
C 1.5258 -3.0564 1.3538 0.231 -0.342 -0.081 -0.154
C 0.2142 -3.6400 0.6277 -0.326 -0.584 2.648 -0.166
O 0.4218 -4.1183 -0.7311 -1.230 3.244 -1.033 -0.027
C 0.2737 -3.0933 -1.6904 3.508 -0.673 -2.888 -0.354
O 1.1708 -2.9658 -2.5702 -4.090 -0.305 3.359 0.106
C -0.9627 -2.0962 -1.8062 -2.473 2.305 1.056 0.013
C -0.7630 -0.6787 -1.1424 -3.573 -1.352 -1.924 0.079
C -1.9574 0.2989 -1.1971 2.158 -3.340 -0.413 0.035
N -3.1836 -0.1032 -1.8251 1.645 -1.347 -0.004 0.057
C -3.4323 -1.3668 -2.4628 3.369 -1.515 0.745 0.035
C -2.3317 -2.4516 -2.4882 1.176 3.744 2.045 0.086
H -1.5119 -0.0933 3.3319 1.702 -0.226 -0.227 0.078
H 0.0269 0.1536 2.3274 -0.332 -0.399 1.461 0.042
H -0.1195 -1.3051 3.5081 -0.401 1.732 -0.448 0.072
H 1.0151 -0.0054 5.0842 -1.366 1.056 -0.651 0.106
H -0.5949 0.7926 5.4371 0.825 -0.462 -1.520 0.109
H 0.5781 2.7580 5.1658 0.527 -1.134 -1.415 0.114
H 1.9811 1.9436 4.3209 -1.651 0.399 -0.491 0.090
H 0.0979 3.9010 3.2507 0.216 -1.794 -0.530 0.112
H -0.7170 2.4067 2.5789 1.488 0.274 0.897 0.098
H 1.8966 3.8226 1.7699 -0.710 -1.346 -0.224 0.107
H 0.7325 2.8387 0.7148 0.755 0.228 1.658 0.097
H 2.4324 1.2922 0.5359 -0.009 0.461 1.755 0.085
H 2.1004 0.7118 2.2638 -0.008 1.299 -0.833 0.079
H 4.5376 2.4237 1.3357 -0.956 -0.487 1.159 0.103
H 3.6285 3.0179 2.8552 0.508 -1.307 -1.217 0.109
H 3.6541 0.5726 3.8546 1.229 0.734 -1.112 0.098
H 5.2504 1.4726 3.8816 -1.078 -0.687 -1.395 0.118
H 5.8920 -0.7401 3.1450 -1.298 0.651 -1.144 0.116
H 4.3292 -1.0530 2.2380 1.212 1.025 -0.121 0.090
H 6.9333 -0.5375 1.0265 -1.259 0.860 0.160 0.112
H 6.3179 1.2073 1.1591 -0.325 -1.701 -0.029 0.110
H 4.2609 0.5882 -0.3349 1.533 -0.856 0.077 0.085
H 5.8633 0.2260 -1.1971 -0.835 -0.155 1.621 0.113
H 5.2818 -2.3201 0.0989 -0.547 0.964 -1.146 0.106
H 4.8611 -1.8997 -1.6952 -0.241 0.465 1.841 0.119
H 2.9132 -0.8821 0.6635 0.566 -1.048 -1.096 0.061
H 2.5201 -1.4055 -1.0585 0.652 -0.483 1.194 0.096
H 2.9352 -3.9712 -0.2656 -0.329 1.272 0.906 0.125
H 3.7362 -3.2990 1.2405 -1.362 0.308 -1.225 0.114
H 1.6785 -3.6360 2.3396 -0.353 0.840 -1.591 0.123
H 1.3304 -1.9650 1.6525 0.308 -1.552 -0.450 0.081
H -0.6209 -2.8693 0.7465 0.917 -1.063 -0.667 0.117
H -0.1170 -4.5622 1.2421 0.432 1.428 -1.321 0.143
H 0.2440 -0.4436 -0.6320 -1.924 -0.188 -0.905 0.124
H -1.8079 1.3164 -0.6792 -0.895 -1.703 -1.150 0.151
H -3.9614 0.5899 -1.8111 0.672 -0.762 -0.110 0.155
H -4.4484 -1.6193 -2.9359 1.653 0.996 0.980 0.149
H -2.4514 -3.4804 -2.9555 -0.108 1.702 0.659 0.131
C -9.0216 0.5639 -5.4040 -0.051 0.110 0.374 -0.056
C -7.6230 0.7569 -5.9561 -0.654 -0.654 -0.465 -0.196
O -6.9902 1.8957 -5.3475 0.924 0.342 1.218 0.038
C -6.4391 1.6911 -4.1389 -1.068 -1.215 -1.476 -0.370
O -6.4500 0.6337 -3.5553 0.588 0.782 0.220 0.130
C -5.7632 2.9632 -3.6383 0.494 2.125 0.468 -0.513
F -6.5253 4.0583 -3.8151 0.109 -0.855 -0.023 0.174
F -4.5990 3.1995 -4.2799 -0.409 -0.582 0.056 0.159
F -5.4700 2.9113 -2.3209 -0.162 -0.581 -0.441 0.141
H -9.6094 1.4774 -5.5159 0.043 -0.079 -0.153 0.089
H -9.5321 -0.2517 -5.9207 0.097 0.092 -0.003 0.089
H -8.9966 0.3319 -4.3366 0.035 -0.092 -0.113 0.077
H -7.6793 0.9624 -7.0268 0.206 0.290 0.200 0.131
H -7.0123 -0.1409 -5.8313 0.047 0.212 0.189 0.124
```
Forces are in eV/Å.

Output
HOMO level (eV): -12.2
Strongest force on any atom (eV Å⁻¹): 5.30
Total charge: +1

***

No. 2
C26H43F3O2P2Ti as an isolated structure in a non-equilibrium geometry, computed with ωB97M-V/def2-TZVPD.

XYZ file:
```
77
Properties=species:S:1:pos:R:3:forces:R:3:lowdin_charge:R:1
Ti 0.2384 -0.4102 0.4351 -1.432 1.466 5.268 0.805
C -0.5963 -2.2129 2.0541 1.192 0.300 -0.046 -0.249
C 0.7863 -2.3104 1.5789 -0.965 0.798 0.285 -0.352
C 0.7009 -0.8541 3.3975 0.467 -0.622 -0.830 -0.188
C -0.6174 -1.3224 3.1584 0.211 -0.159 -1.057 -0.187
C 1.5764 -1.4413 2.4393 -1.097 0.181 -0.257 -0.230
C -1.7306 -3.0922 1.6619 -0.301 -0.098 -0.142 -0.023
H -1.4373 -3.8093 0.8889 -0.145 0.107 0.116 0.085
H -2.5820 -2.5055 1.2896 0.031 -0.220 0.090 0.084
H -2.0804 -3.6627 2.5348 0.071 0.131 -0.273 0.115
C -1.8117 -1.0030 3.9702 -0.461 0.267 0.064 0.011
H -2.7318 -1.2316 3.4200 0.145 -0.010 0.195 0.094
H -1.8450 0.0563 4.2519 0.048 -0.232 0.029 0.076
H -1.8213 -1.5851 4.9040 0.027 0.120 -0.209 0.120
C 1.0982 0.0147 4.5245 0.126 0.461 0.112 0.013
H 1.0806 -0.5316 5.4788 0.002 0.070 -0.233 0.119
H 0.4158 0.8667 4.6243 0.082 -0.152 0.056 0.081
H 2.1065 0.4102 4.3760 -0.103 -0.065 0.142 0.086
C 3.0602 -1.4125 2.4893 0.491 0.162 -0.119 -0.024
H 3.4467 -2.0650 3.2890 -0.153 0.161 -0.239 0.117
H 3.4365 -0.4024 2.6887 0.031 -0.231 0.032 0.066
H 3.4944 -1.7545 1.5440 0.005 -0.002 0.177 0.082
C 1.3499 -3.4289 0.7698 0.261 -0.368 -0.057 -0.026
H 1.9109 -4.1156 1.4234 -0.116 0.132 -0.272 0.114
H 2.0464 -3.0613 0.0062 -0.009 -0.205 0.004 0.083
H 0.5630 -4.0133 0.2802 0.219 0.127 0.005 0.084
C -1.7345 0.7022 -3.6449 -1.230 -1.514 -0.402 -0.138
C -1.9815 -0.6177 -3.4278 -0.168 1.754 -1.086 -0.153
C -1.1582 -1.7270 -4.0021 0.054 -0.453 -0.182 -0.161
C 0.3700 -1.4426 -4.0621 -0.330 -0.374 -0.444 -0.143
C 1.0124 -0.6367 -2.9591 0.497 0.510 -0.463 -0.129
C 1.2116 0.6880 -3.0442 0.651 -0.298 -0.554 -0.146
C 0.6507 1.6114 -4.0899 -0.182 0.247 -0.348 -0.159
C -0.7576 1.2628 -4.6432 0.442 0.362 -0.333 -0.153
H -1.5037 -1.9029 -5.0351 0.121 -0.031 0.266 0.138
H 0.5567 -0.9208 -5.0147 0.186 -0.310 0.472 0.116
H -1.3633 -2.6739 -3.4753 0.091 0.375 -0.050 0.120
H -0.6118 0.5883 -5.5021 -0.438 0.251 0.350 0.118
H -2.4426 1.4304 -3.2336 0.191 -0.265 -0.172 0.100
H -2.8852 -0.9153 -2.8934 0.253 0.187 -0.078 0.104
H -1.2089 2.1992 -5.0290 0.334 -0.553 0.014 0.133
H 0.6201 2.6404 -3.6984 0.126 -0.272 0.065 0.113
H 2.0081 1.1687 -2.4771 -0.539 -0.233 0.167 0.064
H 1.3690 1.6628 -4.9299 -0.236 -0.014 0.270 0.143
H 0.8992 -2.4103 -4.1160 -0.213 0.406 -0.063 0.132
H 1.5181 -1.2251 -2.1891 0.204 0.149 -0.019 0.098
P -1.7990 0.7191 -0.2812 1.325 -0.651 2.575 1.012
P 1.9159 1.4350 0.1777 -0.705 -1.741 1.073 0.878
C -0.7548 2.0057 -1.1131 0.162 -0.246 -0.753 -0.290
C 0.6311 2.5269 -0.5875 0.265 0.827 -0.438 -0.312
H -1.4215 2.8683 -1.2660 0.168 -0.154 0.229 0.128
H -0.6099 1.5907 -2.1101 0.001 0.161 0.283 0.013
H 1.1782 2.9807 -1.4287 -0.650 0.174 -0.056 0.091
H 0.4354 3.3557 0.1096 0.306 -0.369 0.007 0.102
C 2.5303 2.3428 1.5977 0.260 0.433 0.358 -0.204
H 3.1029 1.6757 2.2542 -0.105 0.163 -0.238 0.049
H 1.7123 2.7811 2.1803 0.201 -0.173 -0.227 0.042
H 3.1960 3.1442 1.2457 -0.116 -0.152 0.142 0.080
C 3.4009 0.7863 -0.6555 0.226 0.574 -0.776 -0.222
H 4.0025 1.6013 -1.0702 0.149 -0.237 -0.049 0.074
H 3.1375 0.0795 -1.4492 0.155 0.221 0.195 0.026
H 4.0065 0.2235 0.0676 -0.320 0.372 0.165 0.062
C -3.5400 0.7035 -0.7145 -0.820 -0.179 -0.191 -0.153
H -3.9659 -0.2594 -0.3812 0.220 0.335 -0.096 0.084
H -3.7546 0.8141 -1.7900 0.280 -0.054 0.472 0.063
H -4.0551 1.5003 -0.1567 0.344 -0.212 -0.224 0.080
C -1.2317 -1.1036 -0.8783 0.106 -1.190 -2.053 -0.275
H -0.5502 -1.8785 -0.3832 -1.053 -0.033 -0.290 0.058
H -0.7443 -0.8890 -1.8290 -0.213 -0.671 -0.057 -0.007
H -2.1812 -1.6448 -1.0184 0.509 0.398 0.161 0.090
F -1.7747 2.4083 4.4074 0.273 0.213 -1.066 0.147
C -1.3467 2.9941 3.2571 -0.237 0.625 1.060 -0.466
F -2.1835 4.0123 2.9766 0.832 -1.061 0.001 0.176
F -0.1174 3.5117 3.5235 -0.894 -0.568 -0.597 0.144
C -1.2913 1.9436 2.0747 0.390 -0.054 -0.464 -0.441
O -2.2817 1.9415 1.2865 0.508 0.229 0.033 -0.057
O -0.2715 1.2254 1.9422 -0.009 0.975 0.569 -0.129
```
Forces are in eV/Å.

Output
HOMO level (spin up / spin down) (eV): -13.7 / -13.8
Strongest force on any atom (eV Å⁻¹): 5.65
Energy above the lowest of the compared OMol25 structures with the same formula, charge and spin (kcal/mol): 94.68
Total charge: +2

***

| no. | calculated total energy (eV) |
| --- | --- |
| 1 | -45478.61008 |
| 2 | -81581.87268 |